[1]
Molecular formula: C3H6ClN2
Method: DFT, wB97M-V/def2-TZVPD

Structure (XYZ):
```
12
Properties=species:S:1:pos:R:3:forces:R:3
Cl -1.324467 -2.766646 -1.072600 -0.58 -0.28 -0.45
N 0.587133 1.036981 0.525298 -0.09 -2.44 -0.88
N -1.165242 -0.171118 -0.406010 -1.12 -3.31 -0.64
C -0.643744 -1.458313 -0.347946 1.29 1.95 2.44
C 1.641035 0.290726 0.182745 0.25 2.16 1.77
C -0.710754 0.890020 0.257058 0.73 -0.53 -1.21
H 2.573872 0.616149 0.608412 0.18 -0.13 -0.18
H 0.103323 -1.629058 0.512567 -1.03 0.17 -1.85
H 0.684070 1.820458 1.065781 1.12 2.31 1.87
H -1.190797 1.808241 0.205592 -1.57 1.14 0.17
H -2.105847 -0.174186 -0.852037 0.86 0.65 0.36
H 1.551416 -0.263254 -0.678860 -0.04 -1.70 -1.38
```
Forces are in eV/Å.

Summary:
- orbital gap (alpha / beta) (eV) = 7.71 / 7.12
- energy relative to the best compared isomer or geometry (same formula, charge and spin) (kJ/mol) = 311.2
- E_LUMO (alpha / beta) (eV) = -5.033 / -5.281
- electronic energy (a.u.) = -687.2418
- charge = +1



[2]
Molecular formula: C3H6O3
Method: DFT, wB97M-V/def2-TZVPD

Structure (XYZ):
```
12
Properties=species:S:1:pos:R:3:forces:R:3
O -0.341691 -1.018809 1.744464 0.50 0.11 -0.27
O 1.141511 -0.309188 -1.309942 -0.74 0.24 0.17
O -2.522513 -0.143846 0.070668 -0.27 -0.59 0.21
C 0.311833 0.167260 -0.197014 -0.28 -0.21 -0.46
C 1.345226 0.975521 -0.787016 0.67 0.56 0.14
C 0.541171 -0.676039 0.985348 -0.29 0.02 0.47
H 1.587946 -1.005345 1.098347 0.00 -0.13 0.16
H -2.561324 -0.954601 -0.449565 -0.28 0.14 -0.31
H -2.036432 -0.476762 0.843715 -0.06 0.32 0.22
H -0.684885 0.526267 -0.390540 -0.22 -0.62 -0.27
H 2.238997 1.115753 -0.211628 0.65 0.19 -0.10
H 0.980161 1.799790 -1.396837 0.31 -0.03 0.03
```
Forces are in eV/Å.

Summary:
- orbital gap (eV) = 10.95
- energy relative to the best compared isomer or geometry (same formula, charge and spin) (kJ/mol) = 248.7
- E_LUMO (eV) = 0.423
- electronic energy (a.u.) = -343.5598



[3]
Molecular formula: C15H20F3N2O2
Method: DFT, wB97M-V/def2-TZVPD

Structure (XYZ):
```
42
Properties=species:S:1:pos:R:3:forces:R:3
F -3.610983 -3.755736 -0.732933 -2.51 3.15 -0.73
F -5.727500 -2.824448 -1.407055 2.36 -1.85 2.75
F -5.399365 -2.770827 1.927022 -0.10 2.40 -2.33
O 3.069378 4.038418 -1.552447 -4.49 -1.10 1.03
O -1.988401 4.131266 0.125998 1.22 -2.92 0.77
N -0.396560 -0.034987 0.098939 1.45 3.80 0.24
N -1.684507 0.268632 0.088193 -2.83 2.32 -0.07
C -3.910437 -0.791700 0.947905 -0.44 -1.71 -0.29
C 3.420246 -2.703849 -0.263285 -0.24 0.87 0.58
C 0.116583 2.569294 0.119257 -3.64 -2.08 0.23
C 2.574786 -2.702325 1.131805 0.71 -0.21 -0.73
C 3.757879 -1.170647 -0.664486 -1.26 -0.63 -0.45
C -2.343141 1.530827 0.084120 4.17 2.37 0.03
C 0.518752 1.039774 0.129838 -0.62 1.99 -0.22
C 1.173220 3.758702 0.108491 -0.14 -1.39 -0.89
C -2.617540 -0.935460 0.012310 0.29 -1.02 0.76
C 2.349577 -0.427825 -1.036155 0.91 -0.55 0.98
C -1.437539 2.817127 0.115646 2.19 -2.47 0.05
C -4.722795 -2.915867 -0.426081 -0.02 0.15 0.47
C -4.710463 -2.191400 0.827655 1.00 -0.99 -0.77
C 2.093446 0.665071 0.130504 -2.05 -0.78 -0.38
C 1.871095 3.734215 -1.362941 2.94 0.68 -0.51
H -4.636889 -0.013442 0.498844 1.11 -1.15 0.97
H -2.843943 -1.073396 -1.096125 0.11 0.06 1.55
H -1.601434 4.597597 0.908591 -0.35 -0.36 -0.86
H 2.284561 0.174938 1.146804 -0.17 0.67 -1.42
H 2.740482 1.594670 0.026656 -0.93 -1.31 0.05
H 3.100835 -1.976383 1.849277 -0.92 -1.13 -0.83
H -3.459607 1.717847 0.045106 1.60 -0.95 0.07
H 2.370470 0.024510 -2.081910 -0.03 -0.38 1.51
H 4.412763 -3.258782 -0.132092 -1.58 0.57 -0.25
H 1.981407 3.499695 0.867448 -1.06 0.76 -0.92
H 2.747757 -3.180524 -1.062124 1.31 0.54 0.99
H 0.696957 4.789417 0.266581 0.68 -1.63 -0.12
H 1.560298 -1.268210 -1.019804 0.96 1.68 0.03
H 2.582864 -3.763587 1.581576 -0.19 1.78 -0.64
H -3.658273 -0.585236 2.038309 -0.15 -0.09 -1.50
H 4.219362 -0.689786 0.265629 -0.33 -0.49 -1.57
H 1.494895 -2.356355 0.922253 1.66 -0.57 0.53
H -2.023315 -1.835585 0.422541 -0.75 1.59 -0.94
H 4.410782 -1.104777 -1.594893 -0.50 -0.17 1.53
H 1.224299 3.379136 -2.254972 0.67 0.55 1.30
```
Forces are in eV/Å.

Summary:
- orbital gap (eV) = 6.17
- E_LUMO (eV) = -5.097
- electronic energy (a.u.) = -1142.5189
- charge = +1



[4]
Molecular formula: C29H28CrN2O5P2
Method: DFT, wB97M-V/def2-TZVPD

Structure (XYZ):
```
67
Properties=species:S:1:pos:R:3:forces:R:3
Cr -0.026168 0.079119 0.130366 -0.10 0.17 -0.33
P -3.164321 -1.090844 0.176109 -0.05 0.11 0.16
P -1.001536 -3.151578 -0.234373 0.13 -0.07 0.15
O -0.491492 3.692251 1.711474 -0.11 0.12 0.08
O 2.482392 0.421724 3.445435 -0.06 0.07 -0.01
O -0.041553 -2.002654 -0.188313 0.07 -0.04 -0.12
O -2.151800 -0.015879 -0.045886 0.02 -0.03 -0.10
O -0.093378 2.017020 0.285447 -0.05 0.01 0.19
N 2.214271 -0.106399 0.026737 -0.03 -0.03 0.06
N 0.568663 0.310637 2.131521 -0.10 0.15 0.49
C -1.136068 -5.249495 3.806259 0.00 -0.02 0.01
C -0.292802 -6.562054 -2.376204 -0.01 0.03 0.05
C -2.661781 -2.602219 -0.696216 -0.04 -0.03 -0.19
C -0.093318 -3.737542 2.257958 -0.01 -0.07 0.08
C -5.077235 -0.828073 -1.805850 -0.08 0.02 0.03
C -0.055241 -3.811059 -2.704264 0.02 -0.07 -0.06
C -2.153548 -5.499470 2.893921 0.04 0.02 -0.06
C -2.139168 -4.872901 1.657889 0.01 -0.07 0.07
C 1.835777 0.069531 2.456551 0.17 -0.15 -0.10
C -3.336932 -1.566507 1.890628 0.03 0.04 0.11
C -0.033950 1.530904 2.649127 -0.02 -0.13 -0.10
C -4.383157 -2.382638 2.323437 -0.02 -0.01 0.04
C -1.101585 -4.000874 1.334985 -0.01 0.03 0.04
C -5.724931 -0.056421 0.383284 -0.03 0.03 -0.01
C -7.220028 0.203640 -1.479058 -0.02 0.00 -0.03
C 0.299313 -4.665663 -3.736222 0.00 0.05 0.04
C -3.436154 -2.400862 4.529413 -0.01 0.02 0.00
C 2.564427 -0.709479 1.340191 -0.01 -0.02 -0.06
C -6.937371 0.377214 -0.132965 0.05 -0.02 0.04
C -0.233445 2.528118 1.486548 0.20 -0.11 -0.28
C -0.112081 -4.368597 3.494000 0.03 0.03 -0.05
C 0.176801 -6.039475 -3.570980 0.01 -0.01 -0.04
C -0.647593 -5.710306 -1.338406 0.01 -0.05 -0.01
C -6.290351 -0.395905 -2.317412 0.03 -0.01 0.01
C -4.432329 -2.798032 3.643002 0.00 0.06 -0.05
C -4.792101 -0.670094 -0.449601 0.03 0.03 -0.12
C -2.394222 -1.593889 4.100613 -0.02 0.00 -0.03
C -2.337508 -1.172069 2.777781 -0.09 -0.04 -0.01
C -0.535816 -4.334232 -1.503328 0.03 0.07 -0.02
H -6.506841 -0.518688 -3.370203 0.00 0.00 0.00
H -0.372599 -7.633095 -2.245868 0.00 0.00 0.01
H 0.060615 -2.739265 -2.816433 0.00 0.00 -0.01
H 0.560884 2.004456 3.429680 0.04 0.00 -0.01
H 0.680101 -4.261495 -4.664768 0.00 0.00 0.00
H 2.654779 -0.613831 -0.732078 0.02 0.00 0.02
H 0.458862 -6.705918 -4.375719 0.00 0.01 0.00
H 2.239936 -1.752089 1.318478 0.03 0.01 -0.03
H -1.503681 -0.563233 2.442971 -0.03 -0.08 0.02
H -2.944774 -5.058067 0.956212 0.01 -0.02 0.01
H -8.166046 0.543836 -1.879796 0.00 0.00 0.00
H -4.352110 -1.275067 -2.473317 0.00 0.00 -0.01
H -2.585537 -2.354417 -1.758891 -0.06 -0.03 -0.02
H -3.391836 -3.405673 -0.578994 0.00 0.01 0.00
H -0.991316 -6.121554 -0.398382 -0.01 -0.01 0.01
H -5.245418 -3.426088 3.982965 0.00 0.00 0.00
H -3.477624 -2.722572 5.562426 0.00 -0.01 0.00
H -5.501430 0.094107 1.431499 0.01 -0.01 0.02
H -1.616925 -1.287239 4.788583 0.01 0.00 -0.01
H -1.032255 1.348677 3.065815 0.01 0.04 0.07
H 0.675963 -3.015367 2.017449 -0.01 -0.01 0.02
H 0.664253 -4.155771 4.216724 0.01 0.00 -0.01
H -1.152689 -5.734767 4.773686 0.00 0.00 0.00
H 3.634297 -0.680514 1.543093 0.02 0.01 0.02
H 2.555257 0.850983 -0.005761 -0.01 -0.03 0.00
H -2.961551 -6.172092 3.149736 0.00 0.00 0.00
H -5.160836 -2.689649 1.632633 -0.02 0.01 -0.01
H -7.656859 0.857947 0.516163 0.00 0.00 0.00
```
Forces are in eV/Å.

Summary:
- 2S+1 = 5
- orbital gap (alpha / beta) (eV) = 5.89 / 6.97
- E_LUMO (alpha / beta) (eV) = -0.187 / -0.189
- electronic energy (a.u.) = -3334.9602



[5]
Molecular formula: C3H5FS
Method: DFT, wB97M-V/def2-TZVPD

Structure (XYZ):
```
10
Properties=species:S:1:pos:R:3:forces:R:3
S -0.810483 -1.404581 1.403281 2.94 0.24 0.26
F 0.641124 1.787779 -0.661855 1.06 1.96 0.55
C -0.061791 -0.081575 -1.685305 -0.48 -2.08 4.76
C -0.160768 0.290901 0.997829 0.70 -1.38 -2.32
C 0.187742 0.568264 -0.507504 -2.12 -2.52 -1.24
H 0.734126 0.503353 1.555643 0.22 0.00 0.41
H -0.914906 0.963548 1.276888 -1.00 1.08 0.41
H 0.528530 -1.862371 1.748821 -2.28 0.41 -0.56
H 0.332195 0.378573 -2.526029 0.27 0.50 -1.74
H -0.475770 -1.143892 -1.601769 0.70 1.79 -0.53
```
Forces are in eV/Å.

Summary:
- orbital gap (eV) = 10.20
- energy relative to the best compared isomer or geometry (same formula, charge and spin) (kJ/mol) = 80.1
- E_LUMO (eV) = 0.690
- electronic energy (a.u.) = -615.3065



Q: Look up the electronic energy of the third one.
A: -1142.5189 a.u.



Q: electronic energy of number 4 (C29H28CrN2O5P2)?
A: -3334.9602 a.u.



Please write out number 5 again, unchanged.
Molecular formula: C3H5FS
Method: DFT, wB97M-V/def2-TZVPD

Structure (XYZ):
```
10
Properties=species:S:1:pos:R:3:forces:R:3
S -0.810483 -1.404581 1.403281 2.94 0.24 0.26
F 0.641124 1.787779 -0.661855 1.06 1.96 0.55
C -0.061791 -0.081575 -1.685305 -0.48 -2.08 4.76
C -0.160768 0.290901 0.997829 0.70 -1.38 -2.32
C 0.187742 0.568264 -0.507504 -2.12 -2.52 -1.24
H 0.734126 0.503353 1.555643 0.22 0.00 0.41
H -0.914906 0.963548 1.276888 -1.00 1.08 0.41
H 0.528530 -1.862371 1.748821 -2.28 0.41 -0.56
H 0.332195 0.378573 -2.526029 0.27 0.50 -1.74
H -0.475770 -1.143892 -1.601769 0.70 1.79 -0.53
```
Forces are in eV/Å.

Summary:
- orbital gap (eV) = 10.20
- energy relative to the best compared isomer or geometry (same formula, charge and spin) (kJ/mol) = 80.1
- E_LUMO (eV) = 0.690
- electronic energy (a.u.) = -615.3065